19
Properties=species:S:1:pos:R:3:forces:R:3:lowdin_charge:R:1 method="wB97M-V/def2-TZVPD" multiplicity=1 e_lumo_ev=0.58 fmax_ev_per_a=0.9 e_above_lowest_kcal_mol=0.00 energy_ev=-41394.94699
O -2.577276 2.139774 0.688792 0.0 0.3 -0.1 -0.3731
S -2.026209 0.937249 1.244117 0.1 -0.4 0.2 0.9443
O -1.755402 -0.120740 0.049490 -0.1 0.0 0.1 -0.3722
C -1.157278 0.390728 -1.159300 0.1 0.0 -0.2 -0.2130
C 0.328322 0.702546 -0.992237 0.1 0.0 -0.1 -0.1839
C 1.013778 -0.066929 0.138231 0.0 0.1 0.1 -0.4759
P 1.055024 -1.856185 -0.213360 0.7 -0.2 -0.5 0.3561
S 2.347191 -2.393637 -1.570004 -0.3 0.1 0.1 0.1068
C 0.481068 0.269403 1.548915 0.1 0.0 0.0 -0.2452
O -0.461348 1.340131 1.540146 0.0 0.1 -0.1 -0.3309
H -1.312190 -0.397314 -1.891178 0.0 -0.1 0.0 0.1225
H -1.709145 1.266947 -1.488819 0.0 0.1 0.0 0.1154
H 0.482161 1.767351 -0.832468 0.0 0.0 0.1 0.1229
H 0.841010 0.448415 -1.921992 0.0 0.0 0.0 0.1085
H 2.072304 0.193336 0.092284 0.1 0.0 0.0 0.1085
H -0.268050 -2.206146 -0.496074 -0.2 -0.1 0.2 -0.0094
H 1.289146 -2.424443 1.046943 -0.2 0.0 0.2 -0.0129
H 1.303708 0.613521 2.169690 0.0 0.1 0.1 0.1281
H 0.053187 -0.604004 2.046823 -0.1 -0.1 0.0 0.1032


18
Properties=species:S:1:pos:R:3:forces:R:3:lowdin_charge:R:1 method="wB97M-V/def2-TZVPD" charge=-1 multiplicity=1 e_lumo_ev=3.12 fmax_ev_per_a=2.5 e_above_lowest_kcal_mol=0.00 energy_ev=-32109.07420
C 0.197386 -1.012562 -1.269398 -0.6 -0.7 0.6 -0.1846
C 1.264718 -0.463436 -0.310610 0.2 0.6 -0.6 -0.7230
O 2.123756 0.267870 -0.888791 -0.1 -0.2 0.6 -0.0918
O 1.240427 -0.866380 0.862463 0.1 0.1 0.1 -0.0465
C -1.032294 -1.671974 -0.556957 1.7 -0.5 -1.8 -0.5632
S -2.266258 -0.535481 0.080642 -0.3 -0.1 -1.8 0.4430
S -2.075821 -0.432335 2.003089 0.3 0.0 2.0 0.3816
C -0.835480 0.849750 2.315623 0.6 -0.3 -0.4 -0.4580
H -0.137588 -0.337022 -2.052531 0.3 0.3 0.0 0.0964
H 0.822487 -1.796969 -1.729712 -0.6 -0.1 -0.3 0.1131
H -0.551796 -2.407675 0.086423 -0.7 0.2 0.8 0.0762
H -1.563935 -2.239570 -1.331741 -0.1 0.0 0.1 0.0478
H -1.357677 1.729864 2.649214 0.1 0.4 0.3 0.0077
H -0.092113 0.444596 3.000978 -0.3 0.2 0.4 0.0285
H -0.225023 1.051238 1.430916 -0.5 -0.1 0.0 0.0205
H 1.881527 1.788770 -1.490945 0.0 0.4 -0.2 -0.0120
H 0.971694 2.896905 -1.072992 -0.7 0.4 0.6 -0.0135
O 1.635989 2.734412 -1.725670 0.6 -0.6 -0.4 -0.1224


17
Properties=species:S:1:pos:R:3:forces:R:3:lowdin_charge:R:1 method="wB97M-V/def2-TZVPD" charge=+1 s_squared=0.751 multiplicity=2 e_lumo_ev="-4.40 / -4.53" fmax_ev_per_a=6.3 energy_ev=-11468.17722
H 0.229278 0.702999 1.906935 -4.3 -1.7 0.7 0.1709
C -1.692123 -1.962566 0.129336 -0.6 -0.4 0.1 -0.0697
O -0.949884 -0.783328 -0.153035 1.4 -1.1 -0.9 -0.4358
C -1.464273 0.429508 0.372488 3.7 3.0 -1.5 -0.2898
C -1.170951 0.630039 1.797747 3.3 2.5 0.3 -0.0794
H -1.049467 -2.817655 -0.108812 -0.2 0.0 0.0 0.0776
H -1.975776 -2.019448 1.188062 0.2 0.1 -0.2 0.1096
H -2.593705 -1.969969 -0.498888 0.2 -0.1 0.2 0.1109
H -2.532282 0.488062 0.124801 0.4 0.6 -0.3 0.1351
H -0.416864 1.326478 -0.086190 -4.2 -2.4 0.4 0.2055
H -1.022163 1.716144 1.862826 -1.2 0.2 0.2 0.0692
H -2.009950 0.402580 2.463449 1.3 -0.8 0.9 0.0933
O 1.356956 1.242703 -0.240941 -0.1 -1.2 2.3 -0.2668
C 1.945427 0.830187 0.881199 3.3 0.3 -5.4 -0.4248
O 2.486387 -0.333419 0.795954 -1.5 0.2 0.9 -0.2019
Y 1.289662 -0.986397 -1.042554 -0.6 1.1 1.3 1.6233
H 2.550076 1.615640 1.373659 -1.2 -0.2 1.3 0.1728


15
Properties=species:S:1:pos:R:3:forces:R:3:lowdin_charge:R:1 method="wB97M-V/def2-TZVPD" charge=-1 multiplicity=1 e_lumo_ev=4.17 fmax_ev_per_a=3.3 e_above_lowest_kcal_mol=32.20 energy_ev=-17175.98433
C 0.542969 2.754450 1.106932 0.3 0.8 0.9 -0.7417
S -0.047781 1.193131 0.555985 -0.3 -1.4 -0.4 0.3321
H 0.897237 3.339596 0.257987 0.2 0.2 0.1 -0.0222
H -0.295113 3.302476 1.564977 0.4 0.1 0.1 -0.0193
H 1.353945 2.633104 1.861084 -0.4 0.4 -0.4 -0.0028
C -1.150449 -0.748447 -1.980578 -0.8 -0.7 -1.0 -0.1994
C -0.172030 -1.681817 -1.309507 0.4 0.7 3.2 -0.1844
C -0.156433 -1.718596 0.084942 -0.6 -0.4 -3.2 -0.3500
O 0.990261 -1.784978 0.835820 -0.6 -0.2 -0.3 -0.1209
H -1.689081 -1.230127 -2.847195 0.5 0.5 0.5 0.0530
H -1.920994 -0.374628 -1.285434 0.5 -0.2 -0.2 0.0467
H -0.578365 0.141224 -2.345904 -0.5 -0.7 0.3 0.0588
H 0.766567 -1.901872 -1.829633 -0.2 0.2 0.2 0.0840
H -1.081924 -1.552913 0.661377 0.4 0.2 -0.3 0.0923
H 1.005784 -0.800678 0.969691 0.7 0.3 0.5 -0.0262


15
Properties=species:S:1:pos:R:3:forces:R:3:lowdin_charge:R:1 method="wB97M-V/def2-TZVPD" smiles="C=CCC[PH2]=S" multiplicity=1 e_lumo_ev=0.86 fmax_ev_per_a=1.0 e_above_lowest_kcal_mol=15.28 energy_ev=-24417.31319
C 0.036668 -1.448097 -0.598537 0.0 0.2 0.0 -0.1991
C 0.640903 -0.096153 -0.339478 0.1 -0.1 0.1 -0.2778
C 0.343633 -2.243093 -1.615978 -0.2 0.3 0.3 0.0015
C -0.373116 1.031914 -0.059883 0.2 0.2 0.2 -0.3802
P -0.487419 1.622395 1.707469 -0.1 -0.5 -0.8 0.2862
S 1.087311 1.459024 2.798976 0.3 0.0 0.2 0.1175
H -1.634607 1.002465 2.206474 -0.2 -0.2 0.1 -0.0386
H -0.674581 -1.774777 0.150418 -0.1 -0.2 0.0 0.0998
H 1.306169 -0.172975 0.531071 0.0 0.0 -0.2 0.0639
H 1.256002 0.181838 -1.196362 0.0 0.0 0.1 0.1071
H -0.100551 -3.216803 -1.725395 -0.1 -0.2 0.0 0.0480
H 1.048934 -1.942085 -2.372113 0.2 0.1 -0.2 0.0538
H -0.065863 1.929223 -0.608987 -0.1 -0.1 0.1 0.0742
H -1.376325 0.762784 -0.397347 0.0 0.1 0.0 0.0784
H -1.007157 2.904340 1.519675 0.0 0.3 0.0 -0.0348


14
Properties=species:S:1:pos:R:3:forces:R:3:lowdin_charge:R:1 method="wB97M-V/def2-TZVPD" charge=-1 multiplicity=1 e_lumo_ev=3.82 fmax_ev_per_a=0.6 e_above_lowest_kcal_mol=1.88 energy_ev=-15129.56811
C 0.284524 -0.041444 -0.069029 -0.3 -0.1 -0.3 -0.2212
C 0.165901 1.239179 -0.401718 0.2 -0.1 0.0 -0.2096
C -1.130264 1.997169 -0.339343 0.1 -0.2 -0.1 -0.1323
C 1.554860 -0.809844 0.068064 0.4 0.3 0.2 -0.1577
H -0.607950 -0.625854 0.146072 0.0 0.0 0.2 0.0069
H 1.061482 1.791222 -0.691428 0.0 0.1 0.1 0.0844
H -1.106876 2.726691 0.475277 0.0 0.1 -0.1 0.0591
H -1.351335 2.531054 -1.267508 0.0 0.0 0.0 0.0549
H -1.948916 1.304920 -0.138148 0.0 0.0 0.0 0.0696
H 2.410172 -0.255308 -0.333759 0.0 0.0 0.0 0.0589
H 1.526148 -1.813903 -0.349030 -0.3 0.0 -0.2 0.0331
H 1.730550 -0.961679 1.138485 0.0 0.0 0.0 0.0689
S -0.793543 -3.115158 1.015099 -0.1 -0.1 0.0 -0.2276
H -1.794752 -3.967044 0.746967 0.0 0.0 0.0 -0.4872